Computed, not measured: a structure of composition C7H7LuO6S in a non-equilibrium geometry, with ωB97M-V/def2-TZVPD.

Geometry as XYZ:
```
22
Properties=species:S:1:pos:R:3:mulliken_charge:R:1
O -0.364 4.087 -4.526 -0.15
C -0.959 3.350 -3.880 0.17
Lu -1.231 -0.482 -0.632 1.49
O -0.400 3.194 -0.562 -0.21
C -0.334 2.053 -0.887 0.04
C 0.350 0.059 -2.215 -0.35
O 0.475 -1.113 -1.657 -0.54
C 0.867 1.291 -1.618 0.87
O 1.990 1.764 -1.601 -0.34
C -2.474 1.558 -1.222 0.15
O -3.154 2.484 -1.367 -0.09
H -0.249 0.213 -3.140 0.52
C -0.119 -1.613 3.504 -0.96
S 0.804 -0.851 2.150 0.56
C 1.435 -2.351 1.383 -0.91
O -0.442 -0.466 1.224 -0.49
H 0.599 -1.977 4.247 0.42
H -0.725 -2.442 3.124 0.36
H -0.779 -0.853 3.937 0.37
H 2.325 -2.631 1.958 0.42
H 0.683 -3.150 1.436 0.34
H 1.702 -2.123 0.344 0.34
```

- Energy above the lowest of the compared OMol25 structures with the same formula, charge and spin: 80.7 kcal/mol
- Max |F|: 5.11 eV/A
- HOMO energy (spin up / spin down): -16.606 / -16.521 eV
- Total charge: +2
- Orbital gap (spin up / spin down): 6.75 / 7.02 eV

---

Computed, not measured: an isolated molecule of C7H7N in a non-equilibrium geometry, with ωB97M-V/def2-TZVPD.

Geometry as XYZ:
```
15
Properties=species:S:1:pos:R:3:mulliken_charge:R:1
C -1.679 -1.063 -0.319 -1.14
C -1.248 0.224 0.334 -0.45
C 0.116 0.613 -0.282 0.50
C 1.172 1.171 0.588 -0.70
C 1.134 -0.461 -0.270 0.24
C 2.385 -0.634 -0.715 -0.45
N 3.408 -0.226 0.104 -0.53
C 2.380 0.539 0.492 0.29
H -2.507 -1.519 0.248 0.34
H -0.927 -1.840 -0.529 0.36
H -2.118 -0.840 -1.375 0.26
H -1.096 0.084 1.452 0.33
H -1.954 0.941 -0.003 0.31
H 0.002 1.204 -1.237 0.32
H 0.934 1.807 1.512 0.31
```

- Energy above the lowest of the compared OMol25 structures with the same formula, charge and spin: 167.8 kcal/mol
- Max |F|: 4.38 eV/A
- HOMO energy: -9.021 eV
- Total charge: 0
- SMILES: CC[C@H]1[C@H]2[C@]13C1=N[C@]123
- Orbital gap: 9.38 eV

---

Computed, not measured: an isolated molecule of C7H7N in a non-equilibrium geometry, with ωB97M-V/def2-TZVPD.

Geometry as XYZ:
```
15
Properties=species:S:1:pos:R:3:mulliken_charge:R:1
C -1.807 -0.111 -0.926 -0.27
C -1.172 -1.287 -0.577 -0.51
C 0.120 -0.894 0.044 0.51
C 1.275 -1.187 0.881 -0.86
C 2.006 -0.048 0.976 0.02
C 1.334 0.893 0.560 -0.78
N 0.207 0.443 -0.213 0.11
C -1.157 1.128 -0.628 -0.23
H -2.911 -0.071 -1.374 0.26
H -1.790 -2.275 -0.357 0.25
H 2.006 -2.033 1.036 0.21
H 2.951 0.057 1.277 0.54
H 1.745 1.897 0.345 0.26
H -1.086 2.090 -1.353 0.28
H -1.722 1.398 0.310 0.20
```

- Energy above the lowest of the compared OMol25 structures with the same formula, charge and spin: 77.8 kcal/mol
- Max |F|: 12.39 eV/A
- HOMO energy: -7.519 eV
- Total charge: 0
- SMILES: C1=Cc2cccn2C1
- Orbital gap: 8.37 eV

---

Computed, not measured: a cluster of 2 separate species, C7H7N in total in a non-equilibrium geometry, with ωB97M-V/def2-TZVPD.

Geometry as XYZ:
```
15
Properties=species:S:1:pos:R:3:mulliken_charge:R:1
C -0.287 0.322 1.138 -0.06
C -0.564 -0.914 0.571 -0.28
C 0.379 -1.685 -0.018 -0.05
N 1.599 -1.072 -0.172 -0.52
C 1.848 0.135 0.184 -0.18
C 0.963 0.962 0.847 -0.48
H -1.021 0.866 1.768 0.29
H -1.571 -1.520 0.827 0.24
H 0.393 -2.841 0.069 0.29
H 2.946 0.262 -0.148 0.33
H 1.044 2.040 0.987 0.36
C -0.842 0.975 -1.551 -0.39
C -2.017 0.732 -1.483 -0.38
H 0.205 1.185 -1.612 0.46
H -3.076 0.554 -1.406 0.37
```

- Energy above the lowest of the compared OMol25 structures with the same formula, charge and spin: 76.4 kcal/mol
- Max |F|: 5.18 eV/A
- HOMO energy: -9.170 eV
- Total charge: 0
- SMILES: c1ccncc1.C#C
- Orbital gap: 9.91 eV

---

Copy entry 1 word for word.
Computed, not measured: a structure of composition C7H7LuO6S in a non-equilibrium geometry, with ωB97M-V/def2-TZVPD.

Geometry as XYZ:
```
22
Properties=species:S:1:pos:R:3:mulliken_charge:R:1
O -0.364 4.087 -4.526 -0.15
C -0.959 3.350 -3.880 0.17
Lu -1.231 -0.482 -0.632 1.49
O -0.400 3.194 -0.562 -0.21
C -0.334 2.053 -0.887 0.04
C 0.350 0.059 -2.215 -0.35
O 0.475 -1.113 -1.657 -0.54
C 0.867 1.291 -1.618 0.87
O 1.990 1.764 -1.601 -0.34
C -2.474 1.558 -1.222 0.15
O -3.154 2.484 -1.367 -0.09
H -0.249 0.213 -3.140 0.52
C -0.119 -1.613 3.504 -0.96
S 0.804 -0.851 2.150 0.56
C 1.435 -2.351 1.383 -0.91
O -0.442 -0.466 1.224 -0.49
H 0.599 -1.977 4.247 0.42
H -0.725 -2.442 3.124 0.36
H -0.779 -0.853 3.937 0.37
H 2.325 -2.631 1.958 0.42
H 0.683 -3.150 1.436 0.34
H 1.702 -2.123 0.344 0.34
```

- Energy above the lowest of the compared OMol25 structures with the same formula, charge and spin: 80.7 kcal/mol
- Max |F|: 5.11 eV/A
- HOMO energy (spin up / spin down): -16.606 / -16.521 eV
- Total charge: +2
- Orbital gap (spin up / spin down): 6.75 / 7.02 eV

---

- What is the max |F| in the second record?
  4.38 eV/A